28
Properties=species:S:1:pos:R:3:forces:R:3 method="wB97M-V/def2-TZVPD" max_force_ev_per_a=0.86 e_tot_ev=-38119.8885 gap_ev=8.58
H 2.05533 3.69581 -0.65515 0.01 0.00 -0.02
H 2.81950 -2.32713 0.52820 -0.04 0.02 -0.11
H 1.88246 0.47893 1.29158 -0.01 -0.02 0.01
O -0.21433 2.66877 -1.19732 0.19 -0.20 0.01
H -0.34129 2.18410 1.29224 0.00 -0.02 0.00
H -1.53522 -1.57751 0.55042 0.02 0.00 -0.02
C 2.93170 -1.24315 0.55486 0.04 -0.01 0.13
H 3.25651 -0.90032 -0.42782 -0.01 -0.03 0.00
C -0.83505 -1.70575 -0.27761 -0.15 -0.02 0.31
C -2.52625 1.36987 -0.20586 -0.09 0.01 -0.01
H -0.59693 -3.77650 -0.91465 -0.05 -0.02 0.07
C -0.16490 -3.08937 -0.18679 0.00 -0.01 -0.11
H 2.00288 2.00662 -2.36483 -0.04 0.00 0.02
Si 1.25964 3.13728 -1.77242 0.01 0.14 -0.07
H 1.20438 -1.02155 1.86098 -0.03 0.00 -0.04
O -3.97403 0.22369 2.60566 -0.07 0.10 -0.38
H -1.42197 -1.64217 -1.19507 0.02 0.07 0.01
N -3.68984 0.23084 1.47080 0.15 0.06 0.26
P 0.40966 -0.34065 -0.38738 0.44 -0.18 -0.72
H -2.78094 0.39787 -0.63596 -0.02 0.04 -0.05
H 0.90368 -3.04778 -0.39818 -0.01 0.01 0.00
O -3.15634 1.46857 1.08948 0.05 -0.20 0.14
Si -0.64992 1.58728 -0.02883 -0.28 0.03 0.23
H 3.72875 -1.02520 1.26912 -0.01 -0.01 -0.01
H -2.93968 2.14807 -0.85044 -0.04 0.00 0.06
H -0.29753 -3.52861 0.80130 0.07 0.03 0.00
C 1.64024 -0.54247 0.98060 -0.13 0.21 0.28
H 1.02948 4.17049 -2.79692 0.00 0.02 0.01